[1]
Formula: C19H23HoN2O5S2
Source: OMol25
Level of theory: wB97M-V/def2-TZVPD

Structure (XYZ):
```
52
Properties=species:S:1:pos:R:3:forces:R:3
H -1.5531 2.4711 -3.3174 -1.04 -0.34 0.56
H 0.3727 1.2860 -4.5751 0.45 0.03 0.39
C 1.3175 -2.3323 -0.0835 0.28 -1.06 0.74
C -2.2971 -2.2543 3.4416 0.41 0.03 -0.45
H -1.5693 -2.8238 4.0679 -0.69 0.50 -0.27
H 2.1382 5.1718 1.0438 0.26 -0.22 -0.59
S -3.5940 0.1424 4.0440 1.44 -1.07 -0.97
H -4.4089 -2.1179 3.7361 0.21 0.29 0.51
C 1.2890 -0.7222 -1.9115 0.12 -1.55 1.77
H -3.4728 -1.8611 5.2664 -0.09 -0.36 -0.46
C -3.7399 0.4248 -1.8541 0.04 0.45 -0.56
H 3.7862 -2.9636 -2.2842 0.32 -0.15 -0.15
H -2.6719 -2.9255 2.6426 0.41 0.32 0.37
H -4.4276 -0.3736 -1.8139 -0.64 -0.81 0.10
H -0.8655 -1.2420 2.1206 -0.71 0.35 0.49
H 3.0212 -2.8628 1.9145 -0.06 -0.02 -0.36
S -1.7263 1.6124 2.4466 0.28 -0.04 0.55
C -3.5073 -1.6714 4.1845 -0.86 -0.65 0.91
H 1.6970 -0.0036 -4.4415 -0.55 0.62 -0.28
O 1.5833 1.9878 0.8336 0.68 0.13 -0.16
H -3.8546 1.2368 0.1597 -0.52 0.06 0.94
C 1.4391 3.2255 0.6269 -1.68 0.35 0.31
C 2.9970 -3.8561 1.4503 -1.54 -0.86 0.14
H 1.9411 -4.2959 1.5845 1.65 0.51 0.12
C 0.7111 0.3590 -4.1069 -1.04 -1.71 -0.51
H 3.7298 -4.4696 1.9863 -0.12 -0.08 -0.64
O 0.2755 1.3974 -2.0134 0.82 -0.95 -0.48
C 2.9330 -2.4595 -1.8767 0.97 -0.94 1.25
N -1.6134 -1.1032 2.8304 0.38 -0.18 -0.56
C -3.0868 0.8684 -3.0255 -0.14 -0.14 -0.27
C -3.4620 1.2908 -0.8173 0.96 0.84 -0.33
H 3.1670 4.2552 -0.1236 0.34 0.07 -0.64
C 2.4938 -2.8674 -0.5988 0.21 -0.30 -0.54
C -2.5691 2.3084 -1.3319 0.34 -0.43 0.80
C -2.1387 0.0888 3.0104 -1.11 1.00 0.42
H 4.2804 4.2610 2.1546 -0.68 0.00 -0.54
H 0.7245 -2.7893 0.7014 0.54 0.08 0.31
H 2.7174 -1.1581 -3.5443 -0.29 -0.20 1.59
O 0.2375 3.6516 0.3533 1.95 0.09 0.05
C -2.2810 1.9388 -2.6588 0.26 1.43 -1.40
N 3.3770 3.8115 1.9874 0.34 1.17 0.10
C 0.7269 0.3777 -2.5809 -0.68 1.92 -1.70
Ho -0.5546 1.5367 0.0252 -0.89 -0.05 -0.65
H -0.0398 -0.4459 -4.5086 1.26 1.25 1.08
C 2.3664 -1.4119 -2.5023 -0.83 0.48 -1.56
C 2.6096 4.2083 0.7916 -0.84 -0.39 1.87
H -2.2892 3.2729 -0.8871 -0.20 -0.26 -0.03
O -0.3154 -0.6243 -0.0723 1.37 -0.91 -0.20
H -3.3933 0.6313 -4.0533 0.69 -0.40 0.51
O 3.2716 -3.8130 0.0344 -0.77 0.89 0.66
C 0.7512 -1.2144 -0.6320 -0.86 2.29 -1.89
H 3.4768 2.8464 2.1761 -0.17 -1.06 -0.35
```
Forces are in eV/Å.

Results
Total energy, Ha: -2968.0045
HOMO-LUMO gap (alpha / beta), eV: 6.552 / 6.561
Multiplicity: 5

natural (NBO) atomic charge list, values in e, 5 entries: 0.203, 0.246, -0.423, -0.220, 0.216

[2]
Formula: C19H23LiN3OS
Source: OMol25
Level of theory: wB97M-V/def2-TZVPD

Structure (XYZ):
```
48
Properties=species:S:1:pos:R:3:forces:R:3
H 2.5311 -1.0126 -2.8876 -0.10 -0.21 -0.04
C -3.3502 3.2464 2.2509 0.57 0.03 0.31
H -3.2480 4.2678 2.5952 -0.18 -0.07 -0.06
H 2.6136 -0.3676 -0.5640 -0.17 0.38 -0.14
C -0.0970 -1.9600 -1.0556 0.58 -0.33 0.04
C -4.5307 1.5486 0.9969 -0.20 -0.53 -0.32
H 0.1245 1.3483 -1.9610 -0.10 -0.16 -0.07
H -4.4329 -0.8136 0.2726 0.09 -0.36 0.03
N 5.2281 0.2116 0.2280 0.01 0.46 0.38
C 1.2989 -1.1592 0.9504 -0.07 0.57 -0.31
C -3.5607 0.6156 1.3189 -0.46 -0.23 -0.07
H 1.9034 -2.0723 0.9842 -0.03 0.13 -0.10
H 3.8907 1.5694 -0.5560 -0.12 0.24 0.26
C -2.5106 1.0369 2.0971 0.67 -1.26 0.22
C 0.5839 -0.2035 -3.1802 -1.56 0.37 -1.02
H 1.4489 -1.9677 -3.9513 0.09 0.25 0.00
H 5.6337 -0.0145 1.1314 0.12 -0.12 -0.14
H 4.7641 -0.6320 -0.0942 0.06 0.04 -0.06
C -2.5128 -1.7774 -1.0194 -0.30 -0.09 -0.25
N 0.9027 1.0679 -2.5517 0.63 -0.40 0.16
H 0.9307 1.7714 -3.2864 0.00 -0.10 -0.05
N -3.6225 -0.7318 0.8763 0.10 0.68 -0.20
H 4.6960 2.1439 0.9164 0.11 -0.19 -0.05
C 3.0137 0.7651 1.2690 -0.03 0.89 -1.44
C 2.0613 0.0267 0.2915 0.04 -0.71 1.32
C -1.2119 -1.0078 0.8111 -0.15 0.47 0.90
C -2.4424 -1.1731 0.2155 -0.89 -0.12 -0.01
H 1.0729 -3.4055 -2.2046 -0.15 0.14 0.00
C -1.3405 -2.1545 -1.6196 0.00 -0.45 -0.96
H -5.3644 1.2514 0.3664 0.03 0.17 0.08
C -4.3987 2.8307 1.4630 -1.01 1.20 -0.26
H -3.4624 -1.9401 -1.5199 0.06 0.07 0.09
S -1.2819 -0.2194 2.4236 0.38 -0.08 0.32
H 1.3035 0.7449 -0.0103 0.21 -0.05 -0.46
H 2.4885 1.6732 1.5944 -0.02 -0.38 0.50
H 1.9646 -2.3139 -1.1304 0.01 -0.44 -0.23
C -0.0162 -1.3871 0.2166 0.58 -0.21 0.40
Li -1.5906 -2.1680 4.1620 -0.12 0.47 -0.48
H 1.1314 -0.8561 1.9896 -0.20 -0.24 -0.13
C 4.2292 1.2765 0.4444 -0.05 -1.00 0.09
O -0.4222 -0.2802 -3.8655 0.98 -0.33 0.62
C 1.1352 -2.3807 -1.8387 0.48 1.23 0.52
H -5.1407 3.5786 1.1946 -0.02 -0.22 -0.03
C -2.3823 2.3198 2.5706 0.62 0.15 0.40
H 3.3309 0.1500 2.1160 0.01 0.14 -0.05
H -1.3623 -2.6040 -2.6088 -0.15 0.04 0.11
H -1.5161 2.5541 3.1828 -0.13 0.17 -0.10
C 1.5164 -1.3962 -3.0242 -0.26 -0.01 0.29
```
Forces are in eV/Å.

Results
Charge: +1
Total energy, Ha: -1382.8354
HOMO-LUMO gap, eV: 6.695

natural (NBO) atomic charge list, values in e, 5 entries: 0.234, -0.219, 0.236, 0.201, -0.041

[3]
Formula: C19H23N2O
Source: OMol25
Level of theory: wB97M-V/def2-TZVPD

Structure (XYZ):
```
45
Properties=species:S:1:pos:R:3:forces:R:3
H -2.5377 -2.4169 2.6959 0.11 0.03 0.07
H 2.5419 1.7582 -2.9321 0.00 -0.08 -0.06
H 6.5095 3.9297 -0.8574 0.09 0.06 -0.02
C -5.4335 -3.9481 1.8815 -0.02 -0.03 0.02
H 3.8584 2.2589 2.0389 -0.03 0.01 0.15
H 1.7320 -0.5241 -2.6161 0.11 -0.02 0.15
C -0.5924 1.1019 0.2542 0.62 -0.04 0.00
C 3.9259 1.7887 -1.3101 -0.01 0.02 0.02
C 4.1821 2.3628 1.0134 0.00 -0.03 -0.06
H -0.4854 0.5017 1.1575 -0.06 0.09 -0.02
H -6.1888 -4.5884 2.3096 -0.07 -0.07 0.04
H -4.6511 -2.4027 -1.0165 -0.01 0.02 -0.14
O -0.3612 0.2312 -1.9182 0.05 -0.08 -0.27
H -3.8743 0.1959 -0.0294 0.11 0.11 0.00
C -2.4418 -1.3876 0.1823 -0.20 0.05 0.04
H 2.7502 -0.1341 0.8699 -0.15 0.08 0.01
C 5.6706 3.2985 -0.6103 0.02 0.00 -0.07
C -3.4821 -2.3075 0.7756 0.13 0.05 -0.02
H -0.3112 2.1339 0.4670 -0.11 -0.07 0.02
N -1.9630 1.0165 -0.2727 -0.08 0.04 -0.85
H -4.2636 -3.8659 3.6719 0.00 -0.04 0.09
C 2.3874 -0.1001 -1.8553 0.13 -0.03 -0.65
C -4.5689 -2.7158 0.0145 0.04 0.02 0.01
C -4.3532 -3.5429 2.6463 -0.02 0.00 0.08
C 3.2052 1.0601 -2.4119 -0.12 -0.10 0.05
H -1.6996 0.6324 -1.2871 -0.22 0.39 0.58
H -1.4779 -1.5765 0.6572 0.09 0.00 -0.05
C 3.5116 1.6707 0.0119 -0.05 0.06 -0.02
H 5.3267 2.7044 -2.6346 0.06 0.01 -0.13
H 1.7315 1.2875 1.1364 -0.01 -0.06 -0.03
C 2.3521 0.7760 0.4003 0.29 0.06 0.46
H 3.9208 0.6833 -3.1429 -0.02 0.00 -0.03
C -2.8781 0.0606 0.3964 -0.29 -0.51 0.31
H -2.3441 -1.5832 -0.8872 0.08 0.00 -0.01
H 5.7730 3.7040 1.4915 0.05 0.06 0.08
H -6.3769 -3.8521 -0.0374 -0.08 -0.04 -0.06
H 3.0487 -0.8786 -1.4676 -0.06 -0.01 0.02
N 1.5716 0.3868 -0.7525 0.09 -0.08 -0.08
C -3.3828 -2.7239 2.0957 0.01 0.02 -0.03
H -2.9297 0.2908 1.4636 0.02 0.08 -0.10
C 0.2769 0.5326 -0.9015 -0.49 0.11 0.31
C -5.5394 -3.5346 0.5643 -0.07 0.00 -0.02
H -2.4048 1.9317 -0.3539 0.15 -0.09 0.03
C 5.2582 3.1731 0.7066 -0.03 -0.01 0.10
C 5.0070 2.6107 -1.6078 -0.02 0.00 0.10
```
Forces are in eV/Å.

Results
Charge: +1
Total energy, Ha: -922.3667
SMILES: O=C(C[NH2+]CCc1ccccc1)N1CCc2ccccc2C1
HOMO-LUMO gap, eV: 9.174

natural (NBO) atomic charge list, values in e, 5 entries: 0.207, 0.224, 0.227, -0.201, 0.211

[4]
Formula: C19H23N3NiO7P2S2
Source: OMol25
Level of theory: wB97M-V/def2-TZVPD

Structure (XYZ):
```
57
Properties=species:S:1:pos:R:3:forces:R:3
H -2.7795 1.6652 -2.9722 0.23 -0.01 -0.12
H -4.2404 2.4042 0.8113 0.04 -0.01 -0.02
H 4.2525 -3.6685 -1.1927 0.00 0.03 0.00
H -5.4548 2.0961 -0.4230 0.01 -0.02 -0.01
H -4.2778 0.8587 -2.7735 -0.08 -0.04 0.06
C -2.3621 -3.4969 3.7519 0.02 -0.08 0.13
P -3.6327 -0.1228 -0.5696 0.13 -0.39 -0.25
H -1.6039 3.8427 0.5317 0.02 -0.01 0.00
O -1.0475 1.4565 0.3388 -0.27 0.13 -0.48
O -1.5466 -2.2408 0.5355 0.46 -1.11 -0.40
O -3.1737 -0.2691 0.8702 -0.14 0.29 -0.46
C 1.7795 2.9352 -0.7481 -0.01 0.05 -0.05
C 2.3000 4.0771 -0.1459 -0.02 -0.04 0.01
C -3.4239 1.6495 -1.0243 0.00 0.00 -0.13
C 2.9745 -1.9557 -1.0830 0.04 -0.10 -0.07
N 0.6087 -0.7006 0.0804 0.48 0.03 0.20
S 1.3483 0.2463 -0.9701 -0.28 0.08 -0.06
C 2.0507 1.6991 -0.1865 0.06 -0.09 0.08
C -0.4328 -3.9884 1.7117 -0.26 0.18 0.16
C -1.4065 -4.5214 3.9057 -0.05 -0.02 0.09
H -3.0127 -1.9744 2.3699 0.04 -0.02 -0.05
Ni -1.2014 -0.4616 0.5080 -0.04 0.74 0.70
C 2.8153 1.5742 0.9653 0.04 0.05 0.01
H 3.9249 2.6310 2.4581 -0.02 0.02 -0.02
H 3.4688 4.8569 1.4722 -0.01 -0.03 -0.01
H 0.2474 -5.5286 3.0191 0.01 -0.01 0.00
N -1.4007 -3.0105 1.6344 -0.16 0.27 0.30
H -4.2077 2.5268 -2.7926 0.02 0.04 -0.03
O -1.7220 3.7349 -0.4200 -0.04 0.07 0.13
N -3.7127 1.6788 -2.5269 -0.11 0.07 0.44
C 5.0480 -0.5772 -2.3427 0.01 -0.04 0.00
H 1.2103 -0.9936 0.8456 0.02 -0.18 -0.08
O -2.4443 -0.7295 -1.5134 -0.46 -0.06 -0.28
H 6.1053 -2.4470 -2.2944 -0.04 0.02 0.01
C 4.1564 -2.6138 -1.4180 -0.07 0.03 0.00
H 1.1516 3.0043 -1.6314 0.05 -0.02 0.06
C 3.0679 3.9666 1.0033 0.00 -0.07 0.02
C -0.4924 -4.7480 2.9262 0.11 0.00 -0.16
H -1.4028 -5.1320 4.8011 0.02 0.02 -0.04
H -3.1099 -3.2796 4.5010 0.04 -0.03 -0.02
H 3.0202 0.5970 1.3908 -0.02 0.03 -0.04
S 0.7024 -4.2835 0.5148 -0.06 0.05 -0.04
O -4.9457 -0.5237 -1.1206 -0.14 0.11 0.38
H 3.7748 1.1471 -2.2413 0.00 -0.05 0.04
H 2.0924 5.0506 -0.5725 0.01 -0.03 0.01
O -1.1153 2.1042 -2.2297 -0.07 -0.02 0.09
H 2.1466 -2.4922 -0.6293 0.05 0.03 0.03
C -4.4468 2.4792 -0.2562 0.01 -0.05 -0.11
H -2.3791 -1.6950 -1.3922 0.13 0.08 -0.04
P -1.6620 2.1890 -0.8483 0.22 -0.03 0.12
C 2.8653 -0.6080 -1.3702 0.08 0.07 0.03
H -4.3946 3.5306 -0.5412 0.01 0.03 0.00
C 3.8841 0.0930 -2.0115 -0.01 -0.04 0.02
H 5.8502 -0.0433 -2.8361 -0.01 -0.02 0.01
C 5.1885 -1.9296 -2.0386 -0.01 0.03 0.00
C 3.3241 2.7148 1.5612 -0.01 0.07 -0.01
C -2.3264 -2.7744 2.6079 0.02 0.01 -0.13
```
Forces are in eV/Å.

Results
Total energy, Ha: -4416.3218
HOMO-LUMO gap, eV: 7.239

natural (NBO) atomic charge list, values in e, 5 entries: 0.484, 0.255, 0.227, 0.238, 0.458